[1]
This record from the Open Molecules 2025 dataset describes one molecule with the formula C24H28FN3OS in a non-equilibrium geometry. The level of theory is the ωB97M-V functional and the def2-TZVPD basis.

XYZ file:
```
58
Properties=species:S:1:pos:R:3:lowdin_charge:R:1
O -1.881 0.405 -3.921 -0.0683
C -1.313 1.637 -3.540 -0.2678
C -1.468 1.923 -2.046 -0.1321
H -2.535 1.945 -1.806 0.1118
H -1.043 2.901 -1.820 0.1128
C -0.771 0.846 -1.188 -0.2918
N -1.357 0.637 0.126 -0.1370
C -1.221 1.806 0.971 -0.1643
H -1.627 1.574 1.957 0.1175
C 0.255 2.164 1.115 -0.1735
N 0.812 2.401 -0.203 -0.1581
C 2.141 2.983 -0.180 -0.1835
C 3.160 2.128 0.501 -0.5597
N 3.639 1.043 0.023 0.0991
C 4.495 0.408 0.875 -0.3295
C 4.659 1.056 2.070 -0.3482
S 3.722 2.491 2.129 1.0421
H 5.260 0.782 2.912 0.0618
C 5.120 -0.839 0.452 -0.1726
C 6.099 -1.472 1.218 -0.0212
C 6.674 -2.652 0.788 -0.0062
C 6.263 -3.197 -0.416 -0.2770
C 5.295 -2.592 -1.198 -0.0008
C 4.728 -1.413 -0.758 -0.0164
H 3.973 -0.915 -1.346 0.1069
H 5.000 -3.044 -2.132 0.1181
F 6.824 -4.350 -0.837 0.0552
H 7.433 -3.150 1.370 0.1175
H 6.421 -1.040 2.153 0.1075
H 2.449 3.146 -1.217 0.1294
H 2.080 3.949 0.330 0.1149
C 0.708 1.193 -0.997 -0.1414
H 1.174 1.370 -1.967 0.1245
H 1.217 0.343 -0.516 0.1227
H 0.358 3.072 1.714 0.1243
H 0.767 1.336 1.633 0.1254
H -1.769 2.675 0.568 0.1259
C -2.697 0.083 0.119 -0.1870
H -2.825 -0.504 -0.793 0.1264
C -2.912 -0.851 1.322 -0.1342
C -4.269 -1.485 1.241 -0.2466
C -4.457 -2.667 0.536 -0.0470
C -5.715 -3.231 0.424 -0.0878
C -6.807 -2.616 1.012 -0.0993
C -6.632 -1.435 1.714 -0.0889
C -5.372 -0.874 1.825 -0.0477
H -5.241 0.047 2.376 0.1113
H -7.480 -0.950 2.176 0.1003
H -7.790 -3.055 0.926 0.0986
H -5.845 -4.153 -0.124 0.1007
H -3.607 -3.151 0.076 0.1131
H -2.131 -1.611 1.307 0.1206
H -2.821 -0.282 2.248 0.1067
H -3.475 0.865 0.132 0.1267
H -0.835 -0.110 -1.722 0.1456
H -1.759 2.458 -4.121 0.1166
H -0.258 1.561 -3.809 0.1150
H -2.815 0.410 -3.681 0.0888
```

Gap between HOMO and LUMO (eV): 8.86
Calculated total energy (Eh): -1668.89824
2S+1: 1
SMILES: OCC[C@H]1CN(Cc2nc(-c3ccc(F)cc3)cs2)CCN1CCc1ccccc1
HOMO (eV): -8.29
LUMO level (eV): 0.58
Charge: 0

=====

[2]
This record from the Open Molecules 2025 dataset describes one molecule with the formula C24H28N2O5S2 in a non-equilibrium geometry. The level of theory is the ωB97M-V functional and the def2-TZVPD basis.

XYZ file:
```
61
Properties=species:S:1:pos:R:3:lowdin_charge:R:1
C -4.857 -0.255 -2.179 -0.0266
H -5.760 -0.363 -1.585 0.0881
H -4.935 0.652 -2.770 0.0706
H -4.775 -1.105 -2.852 0.0832
C -3.645 -0.213 -1.245 -0.3742
N -3.820 0.808 -0.233 -0.2043
S -3.559 0.378 1.339 0.6729
O -4.240 -0.862 1.565 -0.2746
O -3.870 1.513 2.153 -0.2737
C -1.791 0.051 1.462 -0.2442
C -1.338 -1.252 1.361 -0.0329
C 0.027 -1.495 1.348 -0.0290
C 0.900 -0.425 1.405 -0.2374
C 0.450 0.873 1.561 -0.0364
C -0.915 1.113 1.602 -0.0450
H -1.313 2.104 1.753 0.1231
H 1.177 1.665 1.648 0.1158
S 2.669 -0.709 1.232 0.6979
O 3.339 0.464 1.697 -0.2535
O 3.015 -1.969 1.818 -0.2660
N 2.931 -0.858 -0.417 -0.2121
C 3.007 -2.206 -0.938 -0.1178
C 1.701 -2.931 -1.013 -0.2761
C 1.340 -4.151 -0.522 -0.0233
C -0.018 -4.340 -0.880 -0.0526
C -0.384 -3.221 -1.557 -0.1204
O 0.649 -2.360 -1.647 0.0293
H -1.309 -2.924 -2.007 0.1135
H -0.630 -5.190 -0.661 0.1048
H 1.964 -4.824 0.028 0.1193
H 3.664 -2.764 -0.270 0.1258
H 3.470 -2.150 -1.931 0.1411
C 2.299 0.139 -1.258 -0.1536
C 2.795 1.524 -0.939 -0.2316
C 1.910 2.589 -0.857 -0.0555
C 2.369 3.864 -0.578 -0.0783
C 3.720 4.083 -0.374 -0.0848
C 4.609 3.025 -0.462 -0.0691
C 4.151 1.753 -0.750 -0.0463
H 4.838 0.924 -0.810 0.1176
H 5.664 3.192 -0.304 0.1049
H 4.078 5.076 -0.146 0.1013
H 1.670 4.685 -0.514 0.1023
H 0.853 2.420 -1.017 0.0959
H 1.202 0.102 -1.175 0.1118
H 2.557 -0.101 -2.296 0.1439
H 0.424 -2.497 1.302 0.1103
H -2.058 -2.052 1.306 0.1191
C -3.621 2.180 -0.632 -0.1776
C -2.284 2.390 -1.342 -0.1669
C -2.163 1.414 -2.509 -0.1811
C -2.322 -0.019 -2.003 -0.1467
H -2.286 -0.714 -2.843 0.1148
H -1.490 -0.253 -1.333 0.0970
H -2.931 1.635 -3.252 0.1093
H -1.190 1.525 -2.994 0.1097
H -2.220 3.420 -1.696 0.1180
H -1.466 2.217 -0.640 0.0795
H -3.691 2.776 0.278 0.1133
H -4.442 2.471 -1.297 0.1288
H -3.613 -1.159 -0.695 0.1286
```

Gap between HOMO and LUMO (eV): 9.18
Calculated total energy (Eh): -2213.39772
2S+1: 1
SMILES: C[C@H]1CCCCN1S(=O)(=O)c1ccc(S(=O)(=O)N(Cc2ccccc2)Cc2ccco2)cc1
HOMO (eV): -9.12
LUMO level (eV): 0.07
Charge: 0

=====

[3]
This record from the Open Molecules 2025 dataset describes one molecule with the formula C24H28N4O. The level of theory is the ωB97M-V functional and the def2-TZVPD basis.

XYZ file:
```
57
Properties=species:S:1:pos:R:3:lowdin_charge:R:1
C -2.476 1.193 -4.502 -0.0698
H -2.130 0.205 -4.797 0.0709
H -3.497 1.103 -4.137 0.0795
H -2.478 1.831 -5.383 0.0740
C -1.571 1.787 -3.421 -0.3876
C -1.621 0.974 -2.153 -0.2266
C -1.276 -0.370 -2.136 -0.0298
C -1.316 -1.115 -0.973 -0.0261
C -1.687 -0.523 0.233 -0.2648
C -2.023 0.831 0.221 -0.0273
C -2.002 1.557 -0.951 -0.0457
H -2.278 2.601 -0.928 0.1091
H -2.311 1.311 1.147 0.1111
N -1.806 -1.224 1.424 0.0536
H -1.843 -0.619 2.232 0.1189
C -1.159 -2.491 1.667 -0.2960
C -1.552 -3.013 3.060 -0.1325
C -0.428 -2.802 4.079 -0.1674
C 0.271 -1.470 3.860 -0.1393
N 0.844 -1.400 2.522 -0.0256
C 1.548 -0.291 2.215 -0.3931
O 1.671 0.608 3.044 0.0429
C 2.218 -0.278 0.881 -0.0858
C 3.064 -1.354 0.610 -0.0434
C 3.733 -1.461 -0.592 -0.0718
C 3.545 -0.489 -1.564 -0.0656
C 2.737 0.595 -1.301 -0.0104
C 2.081 0.742 -0.073 -0.0688
C 1.312 1.959 0.097 -0.2874
N 0.976 2.749 -0.908 0.1038
C 0.326 3.798 -0.363 -0.1563
C 0.273 3.660 0.999 -0.0904
N 0.899 2.488 1.278 0.1289
H 1.109 2.094 2.191 0.1150
H -0.143 4.284 1.763 0.1044
H -0.057 4.588 -0.978 0.0985
H 2.594 1.372 -2.034 0.1060
H 4.043 -0.572 -2.519 0.1052
H 4.389 -2.299 -0.773 0.1030
H 3.201 -2.113 1.368 0.1209
C 0.378 -2.376 1.567 -0.1030
H 0.653 -2.048 0.565 0.1106
H 0.835 -3.354 1.753 0.1341
H -0.432 -0.639 4.005 0.1281
H 1.081 -1.328 4.583 0.1313
H 0.306 -3.606 3.999 0.1128
H -0.833 -2.829 5.091 0.1160
H -2.453 -2.489 3.382 0.1151
H -1.794 -4.074 3.007 0.1129
H -1.502 -3.192 0.897 0.1413
H -1.064 -2.164 -1.016 0.1025
H -0.970 -0.859 -3.049 0.1119
C -0.128 1.907 -3.913 -0.0695
H 0.265 0.932 -4.189 0.0748
H 0.490 2.319 -3.118 0.0417
H -0.077 2.560 -4.782 0.0749
H -1.935 2.795 -3.189 0.1303
```

Gap between HOMO and LUMO (eV): 8.20
Calculated total energy (Eh): -1225.66671
2S+1: 1
SMILES: CC(C)c1ccc(N[C@@H]2CCCN(C(=O)c3ccccc3-c3ncc[nH]3)C2)cc1
HOMO (eV): -7.55
LUMO level (eV): 0.65
Charge: 0

=====

[4]
This record from the Open Molecules 2025 dataset describes one molecule with the formula C24H28N4O3S. The level of theory is the ωB97M-V functional and the def2-TZVPD basis.

XYZ file:
```
60
Properties=species:S:1:pos:R:3:lowdin_charge:R:1
C -0.238 0.807 3.382 -0.0774
H -1.047 1.215 3.995 0.1018
H 0.705 0.904 3.920 0.0995
O -0.064 1.559 2.199 -0.1426
C -1.135 1.740 1.358 -0.2029
C -2.327 1.057 1.566 -0.0404
C -3.433 1.249 0.758 -0.1114
C -3.359 2.170 -0.267 -0.0936
C -2.176 2.847 -0.490 -0.0256
C -1.020 2.644 0.271 -0.1472
N 0.109 3.398 -0.072 -0.0815
C 0.441 3.480 -1.482 -0.1386
C 0.971 2.115 -1.960 -0.1415
N 1.533 1.404 -0.822 -0.1329
C 2.332 2.318 -0.026 -0.1273
C 1.363 3.321 0.651 -0.1245
H 1.178 3.045 1.682 0.1095
H 1.808 4.324 0.639 0.1211
H 3.068 2.852 -0.654 0.1262
H 2.884 1.764 0.731 0.1146
C 2.167 0.152 -1.204 -0.2509
C 2.858 -0.545 -0.064 -0.1814
C 2.303 -0.612 1.209 -0.0515
C 2.939 -1.368 2.179 -0.0367
C 4.110 -2.028 1.841 -0.1456
N 4.657 -1.957 0.640 0.0676
C 4.042 -1.242 -0.282 -0.0973
H 4.522 -1.224 -1.254 0.1158
H 4.643 -2.636 2.560 0.1026
H 2.524 -1.450 3.172 0.1066
H 1.400 -0.073 1.436 0.0872
C 1.070 -0.819 -1.714 -0.1703
N -0.065 -0.847 -0.825 -0.0860
S -0.254 -2.161 0.183 0.6688
O 0.861 -3.057 0.063 -0.2733
O -0.627 -1.691 1.489 -0.2856
C -1.692 -2.919 -0.560 -0.2708
C -1.610 -4.187 -1.097 -0.0551
C -2.737 -4.750 -1.676 -0.0711
C -3.923 -4.035 -1.711 -0.0794
C -3.991 -2.760 -1.170 -0.0657
C -2.868 -2.195 -0.589 -0.0558
H -2.887 -1.207 -0.157 0.0893
H -4.919 -2.208 -1.201 0.1055
H -4.801 -4.474 -2.162 0.1036
H -2.689 -5.742 -2.098 0.1055
H -0.669 -4.712 -1.048 0.1106
H -0.190 0.037 -0.346 0.0862
H 1.475 -1.832 -1.756 0.1201
H 0.735 -0.535 -2.717 0.1153
H 2.896 0.303 -2.026 0.1526
H 1.719 2.257 -2.763 0.1289
H 0.141 1.530 -2.360 0.1136
H -0.410 3.782 -2.088 0.1044
H 1.208 4.252 -1.586 0.1232
H -2.160 3.582 -1.278 0.1038
H -4.215 2.371 -0.893 0.1012
H -4.342 0.698 0.948 0.1034
H -2.388 0.335 2.363 0.1062
H -0.427 -0.246 3.159 0.0690
```

Gap between HOMO and LUMO (eV): 8.32
Calculated total energy (Eh): -1774.23564
2S+1: 1
SMILES: COc1ccccc1N1CCN([C@H](CNS(=O)(=O)c2ccccc2)c2cccnc2)CC1
HOMO (eV): -7.64
LUMO level (eV): 0.68
Charge: 0

=====

Question: Which of these has the lowest LUMO level?
Answer: C24H28N2O5S2

=====

Question: Look up the 2S+1 of the first one.
Answer: 1

=====

Question: calculated total energy of number 4 (C24H28N4O3S)?
Answer: -1774.23564 Eh